Entry 1:
Below is a molecular structure, C16H25AlBr4CaClF5N7O17S in a non-equilibrium geometry, with properties calculated with ωB97M-V/def2-TZVPD.

Geometry as ORCA input:
```
! wB97M-V def2-TZVPD RIJCOSX def2/J DEFGRID3
* xyz 1 1
C 2.57300 -2.02759 0.38784
C 2.25009 -1.23879 -1.03533
F 3.47343 -1.12970 -1.86323
C 1.04096 -2.11992 -1.77355
N 1.38948 -3.45418 -2.40302
C 0.00816 -3.86183 -2.90597
N -0.18242 -5.03824 -3.58797
N -1.05297 -2.83841 -2.56785
N -2.41948 -2.79141 -2.79213
C -3.10956 -4.11100 -2.52784
O -3.45776 -4.95095 -3.53335
F -3.41247 -4.61217 -1.13890
C -2.77881 -2.19413 -4.13461
O -4.07563 -1.82363 -4.30859
F -1.84421 -1.92550 -5.25611
N -0.42580 -1.75866 -1.90372
C -1.04737 -0.47036 -1.40194
C -1.75167 -0.56968 0.07466
C -3.35674 -0.26132 -0.05102
C -3.73901 1.17415 -0.74397
S -2.84211 2.66140 -0.03872
O -1.72007 3.12305 -1.02976
O -3.88583 3.83668 0.03758
O -2.28037 2.43094 1.56782
H 2.05556 -3.10209 0.36144
H 2.12993 -1.41865 1.31154
H 3.72654 -2.20952 0.46497
H 1.85349 -0.15067 -0.75873
H 0.18475 -5.14239 -4.58181
H -0.65245 -5.90252 -3.18293
H -0.18223 0.34191 -1.37229
H -1.78276 -0.10501 -2.26630
H -1.58582 -1.66715 0.49587
H -1.18330 0.18271 0.80660
H -3.81060 -1.11869 -0.74638
H -3.83924 -0.40882 1.00477
H -3.56676 1.14535 -1.92444
H -4.89176 1.37169 -0.60191
H -1.27910 2.36392 1.51981
C 1.36727 4.51728 2.39389
Br 0.85392 2.81935 1.59540
Br 2.33384 4.26907 4.06371
Br 2.35473 5.63537 1.14524
H 0.44151 5.04944 2.63639
Br -2.28310 2.55623 3.64006
Ca -3.71103 0.22451 -4.29335
O 6.62733 -0.42039 2.55087
Cl 5.91308 -1.66125 2.32147
O 6.57600 -2.41415 1.27449
O 4.55168 -1.36786 1.91777
O 5.89722 -2.44277 3.54273
C -1.56852 -8.59460 -2.90515
O -1.38955 -7.59622 -2.16685
O -2.78384 -8.57668 -3.43342
O -0.81825 -9.55078 -3.20288
H -2.99537 -7.73853 -2.97431
Al -1.42014 4.06024 -2.60489
F -0.48340 -1.63982 -6.54390
C -4.61570 5.90488 4.88399
C -4.88672 5.88385 6.34953
O -3.61123 5.69128 6.91779
C -2.74066 6.25544 6.03432
O -1.58213 6.53223 6.29711
O -3.32653 6.48083 4.81883
F -5.66434 4.82884 6.68107
H -4.58798 4.90242 4.44387
H -5.34317 6.50896 4.33511
H -5.32704 6.80842 6.73787
C 9.67131 1.35648 0.95110
O 8.99233 2.37118 0.94493
N 9.28077 0.22380 1.56278
N 10.87070 1.28015 0.34672
H 9.82588 -0.62163 1.57871
H 8.38364 0.23846 2.03000
H 11.20207 2.11118 -0.12563
H 11.44421 0.45360 0.34097
O -5.80467 2.40618 -5.54220
H -6.17326 3.02619 -6.14465
*
```

For the HOMO energy, the calculation gives -10.8 eV. The value obtained for the HOMO-LUMO gap is 0.0417 Ha.



Entry 2:
Below is a molecular structure, C16H25AlO9 in a non-equilibrium geometry, with properties calculated with ωB97M-V/def2-TZVPD.

Geometry as ORCA input:
```
! wB97M-V def2-TZVPD RIJCOSX def2/J DEFGRID3
* xyz 2 1
Al -0.65339 -3.50089 -2.11234
O -0.26076 -1.12239 -0.62723
H -0.92909 -0.45733 -0.37122
O 1.23737 3.12718 1.24468
C 0.16901 2.49761 1.16642
O -0.92064 2.89082 0.50069
C -2.05244 2.08880 0.57959
C -1.72069 1.10799 1.71810
C -0.21079 1.20088 1.92847
H -2.23398 1.53941 -0.34415
H -2.94211 2.69012 0.76670
H -1.81690 0.12354 1.26014
H -2.37953 1.17320 2.58400
H 0.13109 0.33677 1.35879
H 0.14528 1.18190 2.95850
O 2.36034 -2.78104 -1.69322
C 2.58803 -1.67389 -1.08205
O 2.70386 -0.53776 -1.77187
C 2.64227 0.50384 -0.87986
C 3.35844 0.03746 0.34222
C 2.95586 -1.41359 0.42882
H 1.71380 0.96238 -0.53958
H 3.25131 1.30732 -1.29407
H 2.91141 0.59654 1.16423
H 4.41105 0.31798 0.37975
H 2.13543 -1.69835 1.08754
H 3.70493 -2.11105 0.80374
O -1.62673 -4.15388 0.66002
C -1.70213 -3.46640 1.68394
O -2.81423 -3.12457 2.34268
C -2.59626 -2.14356 3.40092
C -1.11067 -2.33336 3.61330
C -0.50790 -2.82569 2.37204
H -3.10767 -2.52413 4.28508
H -2.83968 -1.10502 3.17669
H -1.05812 -3.13549 4.34945
H -0.64450 -1.50466 4.14625
H 0.33895 -3.50012 2.49891
H -0.20173 -2.02744 1.69591
O 0.10737 2.29120 -6.25882
C 0.02917 2.19216 -4.98601
O 0.60382 3.05389 -4.28121
C 0.48288 2.69489 -2.89739
C -0.66972 1.76494 -2.77537
C -0.73138 1.13284 -4.15923
H 0.35874 3.62808 -2.34799
H 1.41928 2.22515 -2.59642
H -1.58527 2.31674 -2.56235
H -0.48711 1.00800 -2.01261
H -1.74220 0.94957 -4.52362
H -0.21408 0.19938 -4.38100
*
```

For the HOMO energy, the calculation gives -15.9 eV. The value obtained for the HOMO-LUMO gap is 0.0853 Ha. For the energy relative to the best compared isomer or geometry (same formula, charge and spin), the calculation gives 479.5 kJ/mol.



Entry 3:
Below is a molecular structure, C16H25BCl4OSi in a non-equilibrium geometry, with properties calculated with ωB97M-V/def2-TZVPD.

Geometry as ORCA input:
```
! wB97M-V def2-TZVPD RIJCOSX def2/J DEFGRID3
* xyz 0 1
Cl -6.04067 -2.13338 -0.29765
B -5.14827 -0.61912 0.29009
Cl -5.26497 0.87717 -0.94943
Cl -5.98652 -0.02681 1.93279
O -3.75773 -0.91211 0.62212
C -2.96646 0.14181 1.04864
C -2.04101 -0.48819 2.07468
C -1.58700 0.35636 3.11613
C -0.78884 -0.14084 4.18933
C -0.49247 -1.52041 4.23727
Cl 0.69610 -2.09424 5.32364
C -1.03789 -2.39250 3.24511
C -1.79290 -1.85417 2.19213
H -3.52930 0.78581 1.76297
H -1.94124 1.38208 3.12627
H -0.35991 0.54933 4.95265
H -0.78588 -3.48480 3.28930
H -2.32748 -2.54476 1.49043
C 2.01063 -2.07618 -2.26496
C 2.07966 -1.04600 -1.14161
Si 1.60001 0.68190 -1.64857
C 1.74805 1.92192 -0.26503
C 2.14165 1.36626 1.10123
C 2.61000 1.20404 -3.14711
C 4.11373 1.26393 -2.91773
C -0.25103 0.61862 -2.15073
C -1.11844 0.04034 -1.08196
C -1.84504 0.72539 -0.06679
H 2.35034 -3.03780 -1.86038
H 0.98692 -2.21547 -2.63901
H 2.65311 -1.82489 -3.12113
H 1.41109 -1.33614 -0.32130
H 3.09409 -0.98255 -0.72695
H 2.48523 2.66453 -0.61534
H 0.78637 2.45759 -0.18466
H 2.38307 2.21020 1.75846
H 1.31353 0.81038 1.56158
H 3.01985 0.71053 1.05402
H 2.37872 0.51406 -3.96116
H 2.24564 2.18544 -3.46008
H 4.59948 1.56186 -3.85819
H 4.39332 2.00943 -2.15829
H 4.55086 0.29892 -2.61774
H -0.43009 1.71002 -2.29967
H -0.32232 0.09083 -3.12784
H -1.40957 -0.98668 -1.34036
H -3.17518 0.87543 -0.38084
H -1.25125 1.70284 0.23569
*
```

For the HOMO energy, the calculation gives -9.1 eV. The value obtained for the HOMO-LUMO gap is 0.2624 Ha.



Entry 4:
Below is a molecular structure, C16H25BF4N3OPm in a non-equilibrium geometry, with properties calculated with ωB97M-V/def2-TZVPD.

Geometry as ORCA input:
```
! wB97M-V def2-TZVPD RIJCOSX def2/J DEFGRID3
* xyz 2 5
Pm 0.12345 0.67315 0.41756
C -0.97676 -0.14258 3.55817
C -1.75378 0.97268 3.86176
C -2.81508 1.32254 3.04127
C -3.09062 0.57519 1.90222
C -2.32265 -0.54043 1.59911
C -1.27058 -0.90684 2.43605
H -0.19175 -0.44978 4.23860
H -1.54112 1.55106 4.75292
H -3.43348 2.17606 3.29173
H -3.92993 0.84120 1.27195
H -2.61328 -1.18909 0.78564
H -0.78321 -1.86202 2.28802
N 1.87295 -0.93570 1.63198
C 3.03953 -1.48745 0.85993
C 3.07271 -0.89833 -0.53080
C 3.26674 0.61460 -0.54021
C 2.74946 1.27202 -1.79946
N 1.27004 1.04009 -1.91163
H 2.21376 -0.28374 2.33511
H 1.47286 -1.68851 2.18137
H 2.93696 -2.56952 0.82152
H 3.96389 -1.27617 1.39632
H 2.13567 -1.17148 -1.03579
H 3.85894 -1.37702 -1.11710
H 4.31870 0.86574 -0.39559
H 2.76197 1.07956 0.31501
H 3.25926 0.87695 -2.67743
H 2.92895 2.34246 -1.77863
H 1.08258 0.31407 -2.59422
H 0.83696 1.87661 -2.29038
O -1.59308 1.54998 -1.16863
C -2.32177 0.76880 -2.14055
C -1.75518 -0.62163 -2.20676
C -2.17357 -1.46769 -3.21856
C -1.71918 -2.77406 -3.23792
C -0.85231 -3.20454 -2.24171
C -0.47182 -2.29716 -1.28161
N -0.90821 -1.02498 -1.25561
H -2.00288 2.42169 -1.06938
H -2.26782 1.24971 -3.11338
H -3.36754 0.72616 -1.84057
H -2.85721 -1.10336 -3.97812
H -2.04112 -3.45254 -4.01889
H -0.47696 -4.21861 -2.21114
H 0.20943 -2.59217 -0.49026
F 0.59090 4.15545 2.10696
B 0.44793 3.00553 1.48160
F -0.91321 2.56597 1.23154
F 1.02936 2.86814 0.16987
F 1.00110 1.82998 2.16808
*
```

For the HOMO energy (alpha / beta), the calculation gives -15.9 / -16.0 eV. The value obtained for the HOMO-LUMO gap (alpha / beta) is 0.3542 / 0.3671 Ha. For the energy relative to the best compared isomer or geometry (same formula, charge and spin), the calculation gives 11.8 kJ/mol.



Entry 5:
Below is 2 unconnected molecules or ions with the total composition C16H25BFI2N2O8 in a non-equilibrium geometry, with properties calculated with ωB97M-V/def2-TZVPD.

Geometry as ORCA input:
```
! wB97M-V def2-TZVPD RIJCOSX def2/J DEFGRID3
* xyz -1 1
C 3.19515 3.17743 -3.37654
C 3.34768 3.39493 -1.83485
O 3.23354 4.50996 -1.41008
O 3.62899 2.31785 -1.02454
C 2.72088 1.21535 -1.25538
C 2.65128 0.16241 -0.05355
C 2.14816 -1.16323 -0.78891
C 0.99432 -0.94084 -1.81705
O 1.00719 -1.55775 -2.83114
F -0.04574 -0.03964 -1.65055
C 4.12414 -0.26893 0.42539
O 5.03266 0.53286 0.66749
O 4.33147 -1.54479 0.61214
N 1.89155 0.57679 1.11760
B 0.62759 -0.07712 1.48121
O 0.67798 -1.42477 1.96614
N -0.71411 0.51781 1.42493
C -0.73609 1.83382 0.74604
C -1.72793 -0.42582 0.89821
C 2.40924 1.55436 1.99721
I 2.19390 3.71796 1.70646
C 3.05875 1.23199 3.15497
C 3.60758 2.33110 4.12982
I 3.38158 -0.78593 3.82172
H 2.61048 4.05459 -3.75756
H 4.20256 3.21817 -3.85185
H 2.63105 2.26042 -3.66267
H 3.13061 0.65265 -2.14279
H 1.71120 1.66038 -1.47133
H 3.02636 -1.44845 -1.42334
H 2.00581 -2.02291 -0.09822
H 0.12154 -1.45336 2.76459
H 0.04557 1.97141 -0.03648
H -1.72037 2.05593 0.24740
H -0.63924 2.61519 1.54837
H -1.28274 -1.32698 0.38884
H -2.43287 -0.79770 1.68911
H -2.39052 0.03831 0.11904
H 2.79773 2.99885 4.51333
H 4.17893 1.88530 4.97619
H 4.33464 2.98170 3.57029
O -4.86372 -0.99197 1.32456
C -4.95453 -1.85570 0.49091
O -4.53552 -1.62607 -0.76651
C -4.41430 -2.64009 -1.77030
C -5.72981 -2.86053 -2.48827
C -5.62109 -3.16807 0.81489
H -4.00590 -3.56075 -1.34975
H -3.67356 -2.27129 -2.48111
H -6.50462 -3.21782 -1.80755
H -5.61158 -3.59124 -3.29052
H -6.09091 -1.92358 -2.91636
H -6.69982 -3.05998 0.69641
H -5.39788 -3.41956 1.85078
H -5.26726 -4.00270 0.21313
*
```

For the HOMO energy, the calculation gives -4.5 eV. The value obtained for the HOMO-LUMO gap is 0.2413 Ha.